Record 1
This record from the Open Molecules 2025 dataset describes an isolated ion of composition C5H8N and charge +1 at a distorted geometry. The level of theory is wB97M-V/def2-TZVPD.

Each line ends with the natural charge from an NBO analysis.
Positions of all 14 atoms, in Å:
C  -1.819  -1.569  0.437  0.060
C  -0.550  -1.515  0.257  -0.335
C  -1.288  0.746  -0.049  0.011
C  -0.034  -0.098  -0.091  0.089
C  1.244  0.262  -1.012  -0.642
N  -0.278  0.836  1.106  -0.592
H  -2.665  -2.152  0.731  0.239
H  0.000  -2.503  0.217  0.276
H  -1.548  1.588  -0.621  0.229
H  1.050  -0.035  -2.046  0.261
H  2.065  -0.345  -0.710  0.245
H  1.714  1.257  -0.904  0.249
H  0.290  1.651  1.105  0.442
H  -0.622  0.397  2.008  0.468

Calculated values
ΔE to the lowest compared entry with this formula, charge and spin, kcal/mol: 149.31
Total charge: +1
DFT total energy, Eh: -249.58720
HOMO-LUMO gap (spin up / spin down), eV: 9.751 / 8.301
Molar mass, g mol⁻¹: 82.13
Multiplicity: 1



Record 2
This record from the Open Molecules 2025 dataset describes an isolated ion of composition C5H8N and charge +1 at a distorted geometry. The level of theory is wB97M-V/def2-TZVPD.

Each line ends with the natural charge from an NBO analysis.
Positions of all 14 atoms, in Å:
C  -1.153  -0.353  -0.626  -0.212
C  -1.369  0.280  0.741  -0.376
C  1.120  -0.998  0.415  -0.138
C  1.106  1.116  -0.523  -0.060
C  0.072  0.084  0.239  -0.057
N  1.427  0.413  0.659  -0.168
H  -1.090  -1.388  -0.701  0.233
H  -1.218  0.091  -1.626  0.260
H  -1.823  1.247  0.885  0.272
H  -1.736  -0.340  1.547  0.265
H  0.925  -1.434  1.395  0.246
H  1.356  -1.712  -0.416  0.255
H  1.653  0.881  -1.469  0.238
H  0.731  2.115  -0.521  0.242

Calculated values
ΔE to the lowest compared entry with this formula, charge and spin, kcal/mol: 132.67
Total charge: +1
DFT total energy, Eh: -249.61372
HOMO-LUMO gap, eV: 10.355
Molar mass, g mol⁻¹: 82.13
Multiplicity: 1



Record 3
This record from the Open Molecules 2025 dataset describes an isolated ion of composition C5H8N and charge +1 at a distorted geometry. The level of theory is wB97M-V/def2-TZVPD.

Each line ends with the natural charge from an NBO analysis.
Positions of all 14 atoms, in Å:
C  1.730  0.703  0.010  -0.388
C  1.267  -0.809  0.163  -0.444
C  -1.834  -0.521  0.006  -0.207
C  -1.107  0.577  0.717  0.054
C  0.252  0.240  -0.001  0.087
N  -0.881  0.319  -0.859  -0.396
H  2.139  1.049  0.971  0.262
H  2.209  0.975  -0.920  0.254
H  1.318  -1.437  -0.747  0.248
H  1.542  -1.208  1.228  0.270
H  -1.385  -1.556  0.208  0.243
H  -2.925  -0.573  -0.064  0.275
H  -1.267  1.572  1.069  0.272
H  -1.059  0.669  -1.781  0.470

Calculated values
ΔE to the lowest compared entry with this formula, charge and spin, kcal/mol: 108.46
Total charge: +1
DFT total energy, Eh: -249.65230
HOMO-LUMO gap, eV: 11.497
Structure (SMILES): C1[C@@H]2[N@H+]1C21CC1
Molar mass, g mol⁻¹: 82.13
Multiplicity: 1



Record 4
This record from the Open Molecules 2025 dataset describes C5H8N as an isolated structure at a distorted geometry. The level of theory is wB97M-V/def2-TZVPD.

Each line ends with the natural charge from an NBO analysis.
Positions of all 14 atoms, in Å:
C  1.296  -1.213  0.344  0.657
C  0.412  0.755  0.488  -0.447
C  1.796  0.596  -0.296  -0.201
C  -0.233  -0.634  0.668  -0.136
C  -1.213  -1.078  -0.374  -0.646
N  2.290  -0.797  -0.158  -0.301
H  0.621  1.198  1.461  0.259
H  -0.250  1.414  -0.072  0.265
H  1.679  0.762  -1.370  0.250
H  2.568  1.250  0.114  0.263
H  -0.503  -0.893  1.688  0.276
H  -2.167  -0.597  -0.159  0.268
H  -1.390  -2.151  -0.346  0.258
H  -0.895  -0.795  -1.376  0.234

Calculated values
ΔE to the lowest compared entry with this formula, charge and spin, kcal/mol: 85.84
Total charge: +1
DFT total energy, Eh: -249.68835
HOMO-LUMO gap, eV: 10.630
Molar mass, g mol⁻¹: 82.13
Multiplicity: 1



Record 5
This record from the Open Molecules 2025 dataset describes an isolated ion of composition C5H8N and charge +1 at a distorted geometry. The level of theory is wB97M-V/def2-TZVPD.

Each line ends with the natural charge from an NBO analysis.
Positions of all 14 atoms, in Å:
C  -1.366  -1.323  -0.127  0.011
C  -0.261  -0.748  0.353  0.341
C  -1.949  1.261  0.168  -0.006
C  1.699  0.278  -0.592  -0.598
C  1.109  -0.487  0.588  -0.533
N  -1.555  0.095  0.019  -0.248
H  -2.000  -2.158  -0.479  0.294
H  -1.261  1.938  0.558  0.220
H  -3.070  1.358  0.050  0.238
H  2.116  -0.632  -1.228  0.237
H  2.537  0.928  -0.355  0.251
H  1.043  0.818  -1.220  0.227
H  1.438  0.104  1.422  0.288
H  1.518  -1.431  0.844  0.278

Calculated values
ΔE to the lowest compared entry with this formula, charge and spin, kcal/mol: 109.00
Total charge: +1
DFT total energy, Eh: -249.65144
HOMO-LUMO gap, eV: 10.762
Structure (SMILES): C=[N+]1C=C1CC
Molar mass, g mol⁻¹: 82.13
Multiplicity: 1



Record 6
This record from the Open Molecules 2025 dataset describes an isolated ion of composition C5H8N and charge +1 at a distorted geometry. The level of theory is wB97M-V/def2-TZVPD.

Each line ends with the natural charge from an NBO analysis.
Positions of all 14 atoms, in Å:
C  0.041  -0.008  -0.055  0.481
C  1.326  -0.003  -0.326  -0.220
C  2.826  -0.015  0.232  -0.596
C  -2.440  -0.751  0.066  -0.200
C  -2.432  0.742  0.076  -0.201
N  -1.235  -0.010  -0.073  -0.313
H  2.913  -0.768  1.007  0.251
H  1.401  0.045  -1.419  0.293
H  3.029  0.967  0.648  0.257
H  3.487  -0.226  -0.596  0.250
H  -2.571  -1.303  0.990  0.249
H  -2.787  -1.273  -0.818  0.250
H  -2.767  1.273  -0.808  0.249
H  -2.560  1.288  1.001  0.249

Calculated values
ΔE to the lowest compared entry with this formula, charge and spin, kcal/mol: 81.81
Total charge: +1
DFT total energy, Eh: -249.69477
HOMO-LUMO gap, eV: 10.806
Structure (SMILES): CC=C=[N+]1CC1
Molar mass, g mol⁻¹: 82.13
Multiplicity: 1



Record 7
This record from the Open Molecules 2025 dataset describes C5H8N as an isolated structure at a distorted geometry. The level of theory is wB97M-V/def2-TZVPD.

Each line ends with the Löwdin spin population.
Positions of all 14 atoms, in Å:
C  0.246  -0.077  -1.344  0.127
C  -0.819  -0.878  0.665  0.050
C  -0.890  0.251  -0.374  0.061
C  1.229  0.095  -0.210  0.750
C  0.493  -0.218  1.054  0.113
N  -0.004  1.070  0.539  0.772
H  0.224  -1.068  -1.793  0.035
H  0.384  0.667  -2.122  0.006
H  -1.573  -0.797  1.442  0.006
H  -0.770  -1.895  0.290  0.002
H  -1.828  0.670  -0.720  0.007
H  2.237  0.467  -0.263  0.040
H  1.010  -0.317  1.997  0.006
H  0.061  2.030  0.839  0.025

Calculated values
ΔE to the lowest compared entry with this formula, charge and spin, kcal/mol: 95.85
Total charge: +1
DFT total energy, Eh: -249.54332
HOMO-LUMO gap (spin up / spin down), eV: 7.926 / 8.644
Molar mass, g mol⁻¹: 82.13
Multiplicity: 3



Record 8
This record from the Open Molecules 2025 dataset describes the molecule C5H8N2 at a distorted geometry. The level of theory is wB97M-V/def2-TZVPD.

Each line ends with the natural charge from an NBO analysis.
Positions of all 15 atoms, in Å:
C  -1.178  1.162  -0.558  -0.612
C  -0.217  0.060  -0.169  0.025
C  1.187  0.130  -0.799  -0.499
C  2.202  -0.523  0.120  0.204
N  1.712  -0.902  1.199  -0.557
C  -0.256  -0.582  1.127  -0.081
N  -0.690  -1.341  -0.024  -0.612
H  -0.816  2.142  -0.219  0.220
H  -1.307  1.214  -1.647  0.213
H  -2.165  0.996  -0.110  0.209
H  1.498  1.168  -0.985  0.233
H  1.211  -0.383  -1.770  0.246
H  -0.974  -0.308  1.925  0.199
H  1.503  -1.430  2.011  0.460
H  -1.709  -1.404  -0.100  0.350

Calculated values
ΔE to the lowest compared entry with this formula, charge and spin, kcal/mol: 118.81
DFT total energy, Eh: -304.64615
HOMO-LUMO gap, eV: 8.323
Molar mass, g mol⁻¹: 96.13
Multiplicity: 1